85
Properties=species:S:1:pos:R:3:forces:R:3 method="wB97M-V/def2-TZVPD" s2=6.05 mol_weight_g_mol=622.12 charge=+3 e_above_lowest_kj_mol=322.5 spin_multiplicity=5
Pd 0.7770 0.5302 0.1260 1.563 0.581 0.389
N 1.5936 2.5442 1.1834 -0.564 -0.868 -0.057
C 2.9276 2.8968 0.6863 0.875 0.311 0.125
C 3.8146 1.6690 0.5497 -0.292 -0.560 -1.175
C 3.5435 0.9909 -0.8620 1.884 2.439 2.304
O 4.1734 1.4190 -1.7989 -0.124 -0.221 -0.883
O 2.6614 0.0928 -0.8450 -2.453 -1.641 -0.514
H 0.9626 3.3415 1.1058 0.052 -0.222 0.124
H 1.6696 2.3101 2.1761 -0.164 0.104 -0.267
H 3.4199 3.6047 1.3698 -0.297 -0.035 -0.132
H 2.8331 3.3971 -0.2815 -0.023 -0.011 0.062
H 3.5962 0.9448 1.3372 0.126 0.120 0.174
H 4.8687 1.9434 0.5621 -0.087 0.028 0.099
C 0.1017 0.4403 3.8378 0.086 0.037 -0.155
C 1.3609 -0.4063 3.6360 -0.093 -0.119 -0.485
C 1.5670 -1.4020 4.7703 0.138 0.088 -0.058
P 1.2454 -1.1694 1.9246 0.327 0.189 0.259
C 2.5362 -2.4887 1.6509 -0.348 0.302 -0.016
C 3.9488 -1.9480 1.8054 -0.020 0.066 0.086
C 2.2996 -3.0819 0.2659 -0.101 0.054 -0.066
C -0.3122 -2.1217 1.9169 0.361 -0.016 0.326
C -0.4932 -3.2425 2.6968 0.119 0.410 -0.249
C -1.6826 -3.9880 2.6621 0.000 0.100 -0.074
C -1.8693 -5.1780 3.5094 -0.089 -0.287 0.196
C -2.7058 -3.5633 1.7898 -0.147 0.271 -0.280
C -2.5493 -2.4729 0.9848 -0.152 -0.181 -0.043
C -1.3405 -1.7098 1.0112 0.043 -0.375 0.308
N -1.1375 -0.6837 0.2013 -0.899 0.267 -0.449
C -2.0014 -0.2247 -0.7566 0.255 -0.397 0.345
C -3.0974 0.6170 -0.4324 -0.699 0.699 0.043
C -3.2748 1.1056 0.9683 0.050 0.037 -0.031
C -3.9989 0.9274 -1.4275 0.252 0.050 0.865
C -3.8484 0.4705 -2.7430 -0.287 0.121 -0.187
C -4.8895 0.7613 -3.7558 -0.006 -0.195 -0.057
C -2.7021 -0.2663 -3.0665 0.856 -0.479 0.228
C -1.7777 -0.6213 -2.1060 -0.011 -0.254 -0.890
C -0.5812 -1.4696 -2.4041 0.099 0.148 0.010
H 0.2193 1.1127 4.6842 0.029 0.045 0.072
H -0.7587 -0.1940 4.0418 -0.099 -0.062 0.001
H -0.1245 1.0386 2.9463 -0.045 0.042 0.113
H 2.2373 0.2544 3.5898 -0.047 -0.104 -0.128
H 0.6852 -2.0166 4.9268 -0.099 -0.080 0.020
H 1.7466 -0.8541 5.6945 -0.004 0.011 0.051
H 2.4301 -2.0406 4.5989 0.059 -0.098 0.028
H 2.3485 -3.2538 2.4141 -0.018 0.111 0.002
H 4.2036 -1.2837 0.9833 -0.002 0.072 -0.054
H 4.6551 -2.7757 1.7875 0.028 -0.050 0.011
H 4.0797 -1.4221 2.7486 0.116 0.067 0.094
H 2.4058 -2.3155 -0.5024 0.050 0.022 -0.019
H 1.3077 -3.5251 0.1880 -0.057 -0.122 -0.064
H 3.0345 -3.8563 0.0609 0.043 -0.098 0.030
H 0.2960 -3.5774 3.3523 0.085 -0.030 0.057
H -0.9829 -5.4134 4.0887 0.040 -0.049 0.055
H -2.1466 -6.0475 2.9100 0.045 -0.026 -0.079
H -2.7080 -5.0277 4.1932 -0.024 0.056 0.076
H -3.6283 -4.1254 1.7615 -0.089 -0.025 -0.041
H -3.3341 -2.1723 0.3046 -0.112 -0.015 -0.036
H -2.3112 1.3339 1.4258 -0.038 0.015 0.060
H -3.7588 0.3450 1.5798 -0.015 -0.107 0.114
H -3.9054 1.9895 0.9926 -0.034 0.046 0.023
H -4.8687 1.5155 -1.1778 -0.123 0.104 0.050
H -5.8809 0.6144 -3.3298 -0.093 0.005 0.024
H -4.7802 0.1327 -4.6344 -0.013 0.008 -0.081
H -4.8492 1.8048 -4.0713 0.037 0.159 -0.010
H -2.5639 -0.6071 -4.0828 0.015 -0.060 -0.098
H -0.4296 -1.5809 -3.4743 0.068 0.032 -0.041
H -0.7232 -2.4700 -1.9922 0.055 -0.059 0.070
H 0.3235 -1.0484 -1.9347 -0.124 -0.231 -0.271
N 0.4810 3.8942 -4.2977 0.112 0.317 -0.361
C 0.9765 2.4944 -4.4166 0.518 -0.799 0.131
C 1.3730 1.9709 -3.0322 0.037 -0.104 -0.283
N 0.2855 2.0343 -2.0522 -0.269 -0.321 0.074
C -0.2286 3.4004 -1.9891 -0.176 0.001 -0.121
C -0.6708 3.9325 -3.3608 -0.457 0.155 0.755
H 0.2245 4.2712 -5.2213 0.067 -0.072 0.258
H 1.2378 4.4921 -3.9363 -0.143 -0.083 -0.157
H 1.8448 2.4604 -5.0758 -0.080 0.158 -0.025
H 0.1838 1.8883 -4.8619 -0.033 0.195 -0.002
H 2.2138 2.5576 -2.6533 0.074 -0.151 0.008
H 1.7188 0.9397 -3.1307 0.115 0.173 0.035
H -0.4711 1.4139 -2.3542 0.168 0.207 -0.003
H 0.5607 4.0461 -1.5936 -0.027 0.011 0.079
H -1.0772 3.4426 -1.3046 0.018 0.103 -0.052
H -1.0449 4.9517 -3.2671 0.095 0.021 -0.136
H -1.4653 3.3075 -3.7748 0.116 0.055 -0.103

85
Properties=species:S:1:pos:R:3:forces:R:3 method="wB97M-V/def2-TZVPD" s2=15.76 mol_weight_g_mol=735.54 charge=+2 spin_multiplicity=8
N -6.7993 5.4165 -5.4418 -0.312 0.084 -0.402
C -6.5773 5.9944 -4.2624 0.489 -0.613 0.142
C -5.6494 5.4698 -3.3474 0.370 -0.257 -0.328
C -4.9007 4.3097 -3.6704 -1.365 0.279 -1.382
C -5.2412 3.6861 -4.8956 -0.002 0.306 -0.212
C -6.1695 4.2893 -5.7701 0.730 -0.444 0.866
C -3.8768 3.7253 -2.8146 0.629 -0.487 -0.119
Eu 0.5489 1.2627 1.2198 0.920 0.793 1.175
P 6.4153 -0.9163 0.0203 0.466 -0.211 -0.277
C -3.0340 2.7311 -3.2079 -0.643 1.074 -0.201
C -2.1123 1.9978 -2.3620 0.273 -0.331 0.526
C -1.0111 1.2830 -2.8995 -0.213 0.206 0.520
C -0.1641 0.5338 -2.0592 -0.127 -0.458 -0.214
C -0.6424 0.2191 -0.7825 0.309 -0.451 1.381
C -1.6889 0.9387 -0.1866 -0.920 0.604 -0.509
C -2.3573 1.9185 -0.9743 0.291 -0.906 0.986
Br 2.1635 -0.9730 1.6269 -0.626 0.109 0.043
H -3.8023 4.1909 -1.8351 0.035 -0.301 0.143
H -3.0300 2.4587 -4.2618 0.018 -0.079 0.232
H -5.4894 5.9903 -2.4156 0.090 0.035 0.160
H -4.7614 2.7393 -5.1763 -0.356 0.502 -0.003
H -7.1516 6.9092 -4.0443 0.374 -0.550 -0.068
H -6.3759 3.8170 -6.7495 -0.031 0.486 0.679
H -0.8545 1.2932 -3.9872 0.276 0.258 0.588
H -3.1546 2.5201 -0.5062 0.429 -0.471 -0.377
H 0.7960 0.1545 -2.4354 -0.655 0.019 0.134
H -2.0059 0.7230 0.8736 0.133 0.404 -1.259
P -0.2354 -1.7906 0.1819 -0.262 -1.240 -3.374
C 5.6625 0.7335 0.3082 0.169 -0.204 0.171
C 6.7101 1.7779 -0.0801 -0.208 0.457 0.176
H 5.3737 0.7927 1.3691 0.108 0.166 -0.233
H 4.7581 0.7868 -0.3155 0.012 0.226 0.231
H 6.4258 2.7593 0.3106 0.145 0.039 -0.174
H 7.6969 1.5170 0.3236 -0.295 0.086 -0.053
H 6.8115 1.8557 -1.1682 -0.001 -0.030 0.165
C 5.5380 -1.3362 -1.5498 0.230 0.108 0.308
C 6.2412 -2.5101 -2.2201 -0.228 -0.136 -0.411
H 5.5575 -0.4339 -2.1838 -0.040 -0.337 0.132
H 4.4954 -1.5693 -1.2731 0.096 0.087 -0.337
H 5.8864 -2.6133 -3.2507 0.125 -0.181 0.094
H 7.3289 -2.3601 -2.2429 -0.311 -0.040 -0.006
H 6.0325 -3.4508 -1.6942 0.130 0.175 -0.100
C 5.4679 -1.9695 1.1770 -0.470 0.277 0.043
C 6.1366 -2.1009 2.5438 -0.160 -0.284 0.114
H 5.3275 -2.9499 0.6951 0.015 0.196 0.228
H 4.4798 -1.4737 1.2657 0.598 -0.597 0.009
H 5.5004 -2.7109 3.2005 0.263 0.126 -0.019
H 7.1148 -2.5914 2.4524 -0.244 0.156 0.074
H 6.2850 -1.1287 3.0344 -0.012 -0.189 -0.188
C -0.1164 -3.2908 1.3634 0.177 0.458 2.013
C -1.2017 -4.3532 1.2633 -0.457 -0.050 -0.360
H -0.0448 -2.8739 2.3768 -0.050 -0.322 -0.138
H 0.8404 -3.7959 1.1706 -0.017 0.835 -0.145
H -2.1681 -4.0368 1.6596 0.180 -0.010 -0.080
H -1.3385 -4.6796 0.2270 0.035 -0.143 0.292
H -0.9134 -5.2510 1.8260 0.231 0.352 -0.005
C 0.9370 -2.4644 -1.0905 0.351 0.453 0.132
C 0.3646 -2.5419 -2.4906 -0.139 -0.361 -0.615
H 1.2232 -3.4806 -0.7706 -0.172 0.504 -0.002
H 1.8494 -1.8554 -0.9903 -0.240 -0.223 -0.356
H -0.5037 -3.2171 -2.4904 0.346 0.140 -0.237
H 0.0353 -1.5843 -2.8938 -0.010 -0.324 0.068
H 1.1153 -2.9363 -3.1946 -0.264 0.032 0.330
C -1.9226 -2.1480 -0.5023 0.304 0.182 -0.452
C -3.0049 -1.7672 0.5118 -0.672 -0.011 0.169
H -1.9327 -3.2191 -0.7380 -0.201 0.446 0.014
H -2.0537 -1.6051 -1.4588 0.121 -0.352 0.575
H -3.7860 -1.1469 0.0433 0.297 -0.234 0.224
H -3.4950 -2.6694 0.9056 0.108 0.451 -0.070
H -2.6071 -1.1969 1.3718 -0.202 -0.310 -0.170
C -2.7701 0.5054 6.1088 0.010 -0.308 0.464
N -2.3100 0.7389 4.7369 1.310 0.028 -0.507
C -3.1798 1.4918 3.8418 -0.270 0.184 -0.010
C -1.0689 0.4780 4.3039 -0.661 0.434 -0.759
C -0.1680 -0.4213 5.0889 0.217 0.062 0.263
O -0.7006 0.9752 3.1735 -0.215 -0.777 0.775
H -3.7557 0.9687 6.1862 0.239 -0.198 0.199
H -2.0966 0.9812 6.8431 -0.315 -0.204 -0.354
H -2.8639 -0.5683 6.3397 0.028 0.432 -0.134
H -2.6911 2.4119 3.4977 -0.196 -0.218 0.132
H -3.4561 0.8789 2.9715 0.048 0.183 0.219
H -4.0747 1.7291 4.4176 0.047 0.118 -0.407
H -0.1710 -1.4451 4.6684 -0.092 0.522 0.073
H 0.8655 -0.0488 5.0575 -0.350 -0.121 -0.038
H -0.5047 -0.4778 6.1267 0.229 -0.111 -0.179

Number 1: electronic energy -53649.9546 eV. Number 2: electronic energy -143829.1752 eV.